No. 1
The following is a quantum chemistry calculation of a 5-piece molecular cluster, C36H37BBrF4O3 overall in a non-equilibrium geometry, from the Open Molecules 2025 dataset.

LUMO   2.26 eV
Charge   -1
Electronic energy   -125667.3038 eV
HOMO energy   -5.0 eV
Orbital gap   7.2 eV

Structure (XYZ):
```
82
Properties=species:S:1:pos:R:3:lowdin_charge:R:1
C -0.76 4.52 -1.04 -0.051
C -1.36 3.11 -1.14 -0.382
C -0.40 2.08 -0.54 -0.074
C -0.61 0.64 -0.94 -0.360
C -0.90 0.30 -2.40 -0.151
O -1.26 -1.08 -2.31 -0.092
B -1.60 -1.36 -0.92 -1.108
Br -3.37 -2.41 -0.71 0.571
O -1.64 -0.03 -0.28 -0.072
O -2.69 3.06 -0.65 -0.090
C -2.85 3.31 0.73 -0.173
C -2.91 2.06 1.58 -0.214
C -2.06 1.91 2.67 -0.065
C -2.09 0.76 3.45 -0.089
C -2.98 -0.25 3.12 -0.089
C -3.85 -0.10 2.04 -0.099
C -3.83 1.05 1.27 -0.032
H -0.30 4.65 -0.06 0.072
H 0.06 4.58 -1.76 0.075
H -1.50 5.30 -1.18 0.080
H -1.44 2.87 -2.20 0.133
H 0.59 2.35 -0.90 0.124
H -0.36 2.17 0.54 0.116
H 0.33 0.11 -0.69 0.142
H -1.78 0.84 -2.75 0.121
H -0.02 0.37 -3.05 0.122
H -0.78 -2.04 -0.31 0.053
H -3.80 3.83 0.83 0.126
H -2.09 3.97 1.14 0.110
H -1.36 2.71 2.89 0.102
H -1.40 0.67 4.28 0.091
H -2.99 -1.16 3.69 0.095
H -4.52 -0.91 1.80 0.076
H -4.48 1.16 0.42 0.121
F 2.36 -1.49 3.94 0.042
C 2.39 -2.44 2.98 -0.285
C 3.21 -3.54 3.16 -0.033
C 3.24 -4.52 2.18 -0.110
C 2.47 -4.38 1.03 -0.098
C 1.66 -3.26 0.87 -0.065
C 1.61 -2.28 1.85 0.002
H 3.81 -3.62 4.06 0.111
H 3.87 -5.39 2.31 0.094
H 2.50 -5.14 0.26 0.099
H 1.05 -3.15 -0.02 0.090
H 0.98 -1.41 1.74 0.120
F 1.98 7.23 -1.87 0.058
C 1.01 8.16 -1.86 -0.291
C 0.04 8.14 -2.84 -0.019
C -0.96 9.10 -2.82 -0.084
C -0.98 10.07 -1.82 -0.101
C 0.00 10.07 -0.84 -0.089
C 1.00 9.11 -0.85 -0.019
H 0.07 7.38 -3.61 0.119
H -1.73 9.09 -3.58 0.104
H -1.76 10.82 -1.81 0.098
H -0.01 10.83 -0.07 0.102
H 1.78 9.09 -0.10 0.116
F 5.50 -3.13 -0.01 0.071
C 6.56 -3.11 0.81 -0.289
C 6.97 -4.28 1.42 -0.022
C 8.06 -4.25 2.27 -0.089
C 8.73 -3.05 2.51 -0.106
C 8.30 -1.88 1.89 -0.089
C 7.21 -1.91 1.03 -0.013
H 6.43 -5.20 1.23 0.113
H 8.40 -5.16 2.75 0.101
H 9.58 -3.03 3.18 0.096
H 8.81 -0.95 2.08 0.102
H 6.86 -1.01 0.54 0.119
F -7.19 -8.26 -2.63 0.032
C -6.09 -7.48 -2.50 -0.297
C -6.23 -6.20 -2.03 -0.021
C -5.10 -5.40 -1.90 -0.089
C -3.85 -5.90 -2.25 -0.090
C -3.74 -7.20 -2.73 -0.089
C -4.86 -8.01 -2.86 -0.037
H -7.21 -5.82 -1.77 0.113
H -5.18 -4.39 -1.53 0.039
H -2.98 -5.27 -2.15 0.088
H -2.77 -7.59 -3.00 0.099
H -4.79 -9.02 -3.22 0.109
```

***

No. 2
The following is a quantum chemistry calculation of a 5-piece molecular cluster, C36H37ClF2NO20S overall in a non-equilibrium geometry, from the Open Molecules 2025 dataset.

LUMO   -3.40 eV
Charge   +1
Electronic energy   -109155.7569 eV
HOMO energy   -10.9 eV
Orbital gap   7.5 eV

Structure (XYZ):
```
98
Properties=species:S:1:pos:R:3:lowdin_charge:R:1
C -2.03 0.11 5.59 0.023
C -2.87 1.28 5.11 -0.305
F -3.30 1.96 6.21 0.067
N -2.15 2.32 4.30 0.036
C -0.69 2.44 4.57 -0.038
C -0.24 3.80 4.03 -0.270
C 1.30 3.90 4.07 -0.120
C 1.96 4.47 2.83 -0.159
C 2.12 3.54 1.61 -0.195
C 2.16 2.05 1.90 -0.287
S 3.68 1.45 2.61 0.314
O 3.46 0.06 2.85 -0.343
O 4.06 2.19 3.77 -0.309
Cl 5.11 1.56 1.17 0.442
O -0.84 4.13 2.78 -0.050
C -1.35 3.05 2.06 -0.127
C -2.40 2.22 2.82 -0.175
C -2.39 0.79 2.27 -0.022
C -3.80 0.27 2.10 -0.440
O -4.68 0.84 1.49 0.163
F -3.98 -0.91 2.70 0.132
H -1.26 -0.20 4.90 0.084
H -1.65 0.31 6.57 0.105
H -2.71 -0.73 5.68 0.104
H -3.76 0.94 4.62 0.158
H -2.55 3.21 4.59 0.201
H -0.58 2.49 5.64 0.158
H -0.12 1.61 4.19 0.133
H -0.63 4.53 4.74 0.156
H 1.52 4.60 4.87 0.128
H 1.74 2.97 4.39 0.098
H 2.92 4.88 3.08 0.120
H 1.37 5.31 2.49 0.113
H 1.38 3.72 0.84 0.102
H 3.07 3.79 1.16 0.105
H 2.06 1.52 0.96 0.080
H 1.38 1.67 2.55 0.076
H -0.58 2.40 1.65 0.116
H -1.87 3.47 1.21 0.154
H -3.38 2.62 2.62 0.163
H -1.98 0.83 1.27 0.141
H -1.79 0.09 2.83 0.126
C -6.03 -1.97 -0.24 0.077
C -4.90 -2.16 -0.91 -0.217
C -4.76 -3.26 -1.94 -0.296
O -3.71 -3.38 -2.54 0.105
C -5.90 -4.13 -2.16 0.081
C -7.04 -3.94 -1.48 -0.236
C -7.18 -2.83 -0.48 -0.308
O -8.24 -2.71 0.09 0.124
O -8.11 -4.71 -1.64 0.130
O -3.82 -1.40 -0.72 0.092
H -6.14 -1.19 0.50 0.120
H -5.79 -4.93 -2.89 0.140
H -8.79 -4.36 -1.04 0.125
H -3.12 -1.73 -1.31 0.084
C 0.32 -0.58 -1.86 0.066
C -0.36 -1.52 -2.53 -0.223
C 0.29 -2.78 -3.03 -0.299
O -0.40 -3.59 -3.60 0.141
C 1.72 -2.94 -2.78 0.094
C 2.40 -2.00 -2.12 -0.231
C 1.73 -0.76 -1.60 -0.312
O 2.39 0.05 -0.97 0.077
O 3.70 -2.09 -1.86 0.122
O -1.66 -1.39 -2.78 0.088
H -0.15 0.32 -1.50 0.127
H 2.19 -3.84 -3.16 0.112
H 3.95 -1.29 -1.37 0.117
H -1.94 -2.20 -3.26 0.108
C 4.48 -6.64 -2.71 0.074
C 5.16 -7.72 -2.28 -0.237
C 4.88 -9.09 -2.82 -0.313
O 5.55 -10.02 -2.40 0.118
C 3.83 -9.25 -3.81 0.079
C 3.15 -8.17 -4.23 -0.237
C 3.44 -6.80 -3.71 -0.307
O 2.80 -5.87 -4.16 0.090
O 2.18 -8.25 -5.13 0.122
O 6.11 -7.65 -1.37 0.124
H 4.67 -5.65 -2.33 0.133
H 3.63 -10.24 -4.18 0.138
H 1.86 -7.34 -5.26 0.120
H 6.44 -8.56 -1.25 0.123
C 0.60 5.64 -3.61 0.081
C 0.71 5.81 -2.29 -0.240
C 1.94 6.39 -1.66 -0.317
O 1.94 6.51 -0.45 0.089
C 3.04 6.76 -2.52 0.077
C 2.94 6.59 -3.85 -0.234
C 1.70 6.03 -4.48 -0.308
O 1.67 5.92 -5.69 0.128
O 3.92 6.91 -4.68 0.132
O -0.26 5.47 -1.43 0.094
H -0.28 5.22 -4.08 0.138
H 3.93 7.17 -2.05 0.138
H 3.59 6.70 -5.58 0.127
H 0.09 5.72 -0.55 0.102
```

***

No. 3
The following is a quantum chemistry calculation of C36H37CrNP2Se as an isolated structure in a non-equilibrium geometry, from the Open Molecules 2025 dataset.

LUMO (spin up / spin down)   0.14 / 0.03 eV
Multiplicity   5
Energy relative to the best compared isomer or geometry (same formula, charge and spin)   36.6 kcal per mole
⟨S²⟩   6.0631
Charge   0
Electronic energy   -151761.3829 eV
HOMO energy (spin up / spin down)   -7.3 / -7.4 eV
Orbital gap (spin up / spin down)   7.4 / 7.4 eV

Structure (XYZ):
```
78
Properties=species:S:1:pos:R:3:lowdin_charge:R:1
Cr 1.49 -3.25 -0.05 0.633
C 4.04 -4.17 -1.60 -0.114
C 3.67 -2.87 -1.48 -0.201
C 3.08 -2.09 -2.63 -0.206
C 1.54 -2.15 -2.79 -0.194
C 0.85 -3.54 -2.61 -0.158
C 1.26 -4.78 -3.01 -0.097
C 2.57 -5.03 -3.62 -0.181
C 3.85 -5.14 -2.70 -0.149
C 1.07 -3.42 1.90 -0.247
H 4.69 -4.54 -0.79 0.128
H 4.32 -2.22 -0.85 0.108
H 3.56 -2.46 -3.56 0.118
H 3.28 -1.01 -2.51 0.112
H 1.02 -1.44 -2.10 0.097
H 1.31 -1.75 -3.80 0.125
H -0.25 -3.42 -2.63 0.108
H 0.65 -5.66 -2.72 0.131
H 2.72 -4.30 -4.43 0.115
H 2.46 -5.99 -4.13 0.114
H 3.87 -6.20 -2.34 0.107
H 4.70 -4.99 -3.39 0.132
H 1.87 -3.84 2.53 -0.005
H 0.22 -4.12 1.92 -0.006
H 0.80 -2.39 2.21 -0.018
P -0.03 2.51 1.67 0.961
P -2.49 1.39 0.85 0.970
C -0.53 3.01 0.01 -0.335
C -1.81 2.60 -0.30 -0.346
C 0.48 4.25 2.37 -0.342
C 0.61 5.44 1.62 -0.104
C 1.16 6.60 2.19 -0.094
C 1.47 6.66 3.56 -0.092
C 1.16 5.54 4.36 -0.092
C 0.69 4.36 3.77 -0.113
C 1.45 1.52 1.19 -0.363
C 1.40 0.23 0.60 -0.075
C 2.60 -0.34 0.17 -0.112
C 3.81 0.33 0.28 -0.075
C 3.85 1.62 0.83 -0.066
C 2.65 2.24 1.21 -0.096
C -4.01 2.48 1.28 -0.331
C -3.97 3.75 1.92 -0.087
C -5.15 4.50 2.04 -0.092
C -6.37 4.00 1.55 -0.096
C -6.39 2.75 0.91 -0.086
C -5.22 2.02 0.76 -0.116
C -3.13 -0.03 -0.22 -0.388
C -3.68 -1.17 0.42 -0.112
C -4.19 -2.24 -0.32 -0.087
C -4.10 -2.23 -1.72 -0.095
C -3.62 -1.09 -2.37 -0.087
C -3.12 -0.01 -1.62 -0.101
H 0.18 3.49 -0.67 0.080
H -2.44 3.01 -1.08 0.078
H 0.33 5.48 0.56 0.088
H 1.38 7.48 1.57 0.105
H 1.92 7.56 4.00 0.105
H 1.32 5.61 5.44 0.105
H 0.51 3.50 4.42 0.096
H 0.42 -0.28 0.42 0.106
H 2.57 -1.36 -0.27 0.026
H 4.74 -0.14 -0.07 0.106
H 4.79 2.17 0.95 0.109
H 2.62 3.31 1.47 0.098
H -3.04 4.13 2.36 0.098
H -5.16 5.47 2.54 0.104
H -7.30 4.57 1.66 0.102
H -7.33 2.34 0.54 0.100
H -5.24 1.05 0.27 0.086
H -3.69 -1.23 1.51 0.104
H -4.64 -3.09 0.20 0.108
H -4.43 -3.11 -2.29 0.105
H -3.64 -1.05 -3.46 0.100
H -2.70 0.85 -2.14 0.088
Se 2.43 -8.13 0.05 0.472
C 2.25 -6.36 0.08 -0.901
N 2.02 -5.17 0.09 -0.067
```